[1]
70
Properties=species:S:1:pos:R:3:forces:R:3 method="wB97M-V/def2-TZVPD" gap_ev=10.171 de_lowest_kj_mol=8.4 charge=0
H 3.3861 -0.7838 4.1855 -0.07 0.10 -0.11
H -6.3999 -5.8367 0.6800 0.26 0.04 0.48
H 1.8697 -0.1055 2.2201 0.20 0.41 -0.30
O -1.4931 3.7354 0.0243 -0.27 0.08 0.05
H -5.6755 -6.4481 -0.7485 0.06 0.16 -0.07
H -3.8426 -7.4268 0.2378 0.30 0.38 -0.10
H 2.0824 6.2746 -0.4572 -0.08 0.22 -0.19
C 3.3845 1.2796 4.6679 0.74 1.49 -0.38
H 5.2609 -1.6354 -2.9621 -0.04 -0.24 -0.02
S 2.8747 1.8622 3.0336 -0.46 -0.15 0.01
S -3.2752 -5.7243 1.7859 -0.56 0.22 -0.67
H 2.9613 2.0908 5.2655 -0.36 -0.53 0.39
O 3.8273 1.6330 1.9736 0.10 -0.04 0.28
Br -4.8062 2.4793 0.0165 0.09 -0.08 0.11
H -4.8285 -7.5506 1.6192 -0.16 0.41 0.28
C -4.7761 -4.5741 -0.0676 0.48 -0.51 -0.02
H 4.0861 -2.2770 -4.1147 -0.14 -0.12 0.14
H -1.9904 0.5973 -1.0600 -0.18 0.05 -0.09
C -1.9795 -0.4083 -0.6640 0.57 0.14 0.23
S -0.1714 3.4894 -0.4913 0.57 -0.64 -0.46
H -5.5248 -3.8321 -0.3320 0.10 0.13 -0.04
H 2.1601 4.5881 -2.3710 0.19 -0.39 0.36
H 3.3622 -2.1134 -1.5601 0.02 0.00 -0.04
H 1.0898 5.8865 -2.8130 0.18 -0.25 -0.19
H -3.3282 -3.3814 1.1327 0.36 -0.23 -0.12
H 2.7148 0.3693 -1.0042 -0.20 0.15 -0.21
O 0.3068 2.1178 -0.5262 0.00 0.24 0.30
H -0.0583 3.4120 -2.8920 0.36 -0.20 0.06
H -0.9128 4.7904 -2.2289 0.20 0.15 -0.11
H -4.7424 -3.9627 1.9864 0.08 0.04 -0.04
C -5.3759 1.6988 -1.6376 -0.05 0.25 0.12
H 0.5086 4.9532 1.2169 0.13 -0.15 0.20
C 4.3803 -0.1342 -4.1568 0.28 0.59 0.05
H 4.4249 0.0847 -1.0376 0.30 0.02 -0.33
C 0.9861 4.6022 0.3085 -0.09 0.36 -0.37
Br -3.6378 -1.2881 -0.9810 -0.34 -0.17 -0.13
C 0.0033 4.1959 -2.1443 -0.89 -0.17 0.25
Br -6.9943 2.5255 -2.2580 -0.08 -0.01 -0.12
H 2.2296 -1.2890 -2.6118 0.02 -0.22 -0.41
C 3.2694 -1.3084 -2.2910 -0.29 -0.61 0.50
C -4.0176 -4.2157 1.2021 -1.24 0.47 0.75
O -2.0045 -5.8607 1.1476 1.00 -0.16 -0.07
O 4.4736 2.2244 -2.9486 -0.36 -0.19 0.13
C 2.7942 -0.0851 4.7884 -0.09 -0.74 0.24
O -3.4277 -5.8454 3.2040 0.13 -0.03 0.45
C 3.5248 0.0322 -1.6490 0.07 0.33 0.65
H 1.9274 4.1004 0.4987 0.00 -0.27 0.16
O 2.2340 1.2560 -3.5054 -0.35 0.28 -0.25
C -5.4311 -5.9452 0.1897 -0.07 -0.16 -0.51
C 1.2335 5.0714 -2.0930 -0.62 1.27 -0.90
H 0.9864 -1.0146 4.0339 -0.02 0.00 0.06
Br -0.5412 -1.3405 -1.5287 0.07 -0.02 -0.07
H 0.7073 1.1743 2.3268 -0.32 0.14 0.52
H 0.6471 0.4730 4.8729 0.29 0.18 0.17
H -4.0384 -4.6696 -0.8685 -0.20 0.10 -0.18
H -5.5834 0.6559 -1.4650 -0.02 -0.08 0.02
Br -3.9733 1.7907 -2.9429 0.07 0.06 -0.23
H 0.3023 6.3773 -0.6599 0.16 0.22 -0.16
C 1.3717 -0.0107 4.2147 -0.65 -0.03 0.15
H 4.4617 1.4233 4.7736 0.02 -0.52 -0.21
C 4.2851 -1.4640 -3.4214 0.23 0.08 -0.05
O 2.3526 3.1911 3.2409 -0.02 0.27 -0.28
H 2.8361 -0.5072 5.7923 -0.18 0.27 0.12
C -4.4100 -6.8109 0.9354 -0.54 -0.88 -0.10
S 3.5984 1.0818 -3.0858 0.45 0.27 0.06
C 1.1792 5.7311 -0.7274 0.23 -0.71 1.07
H 5.4037 0.2265 -4.2388 0.02 -0.12 -0.22
Br -1.6561 -0.2429 1.2216 -0.06 -0.04 0.17
C 1.5143 0.6976 2.8758 0.77 -0.82 -0.82
H 3.8940 -0.0803 -5.1275 -0.12 -0.07 0.04

---

[2]
60
Properties=species:S:1:pos:R:3:forces:R:3 method="wB97M-V/def2-TZVPD" gap_ev=7.515 de_lowest_kj_mol=12.5 charge=+1
H 1.1255 4.9861 0.3977 -0.02 0.01 0.00
N -3.1110 -0.7122 -1.5311 -0.07 -0.09 -0.13
H -4.5104 -1.2390 -0.0560 0.02 0.01 0.00
H 4.5914 -0.7014 -1.8239 0.01 0.04 -0.03
C -0.6487 4.0811 -0.4257 0.13 0.02 0.06
C 2.9996 -1.5528 0.9813 0.09 -0.07 -0.15
H -3.8109 -2.6026 -0.9338 0.00 -0.01 -0.05
C 0.7343 1.6577 -0.1925 0.10 -0.07 0.09
H -1.9441 -0.3315 -3.2197 0.00 0.00 0.01
C -4.6272 1.2962 -0.1431 -0.03 0.06 -0.01
H -3.4011 1.0580 2.2451 0.00 -0.02 -0.01
H -1.7477 1.0111 1.6005 0.00 -0.02 0.00
H -1.1797 5.0153 -0.5519 0.01 0.00 0.00
H 4.4907 2.8668 -1.0465 -0.01 0.01 0.02
C -2.4822 0.2290 -0.7638 -0.14 0.32 -0.02
C 4.4414 -1.2933 -0.9297 -0.02 0.04 0.05
H 0.3906 -2.1902 4.0315 0.00 0.05 -0.05
H 3.1020 1.8015 -3.3783 -0.02 0.00 -0.01
C 2.4998 1.8444 -2.4677 0.01 -0.04 -0.01
O -0.2507 -2.4121 3.3485 0.00 -0.04 -0.02
H 5.4008 -1.4323 -0.4296 0.00 0.00 -0.01
H 2.3953 -2.3580 0.5260 0.00 0.08 0.12
C 4.5718 1.7819 -1.1643 -0.01 -0.04 -0.06
N -3.2839 0.8448 0.1765 0.02 -0.10 0.05
H -1.7733 -3.7467 3.1670 -0.01 0.03 0.00
H -5.0201 -1.5762 -1.7154 -0.01 0.00 0.00
C -1.2574 2.8884 -0.7675 0.05 -0.07 -0.02
H -4.6735 2.3876 -0.0711 0.01 -0.01 -0.01
H 1.5712 1.3055 -2.6396 -0.01 -0.01 0.01
N 3.2526 1.2181 -1.3970 0.09 0.03 0.04
H 4.0633 -2.2765 -1.2291 0.01 0.00 -0.01
N 1.4342 0.4273 -0.0874 0.08 0.09 0.06
H -5.3672 0.8844 0.5479 0.01 -0.02 0.01
C 0.0879 -4.8368 3.2417 -0.04 0.08 0.03
H -1.0063 -3.7525 4.7501 -0.04 0.06 0.01
N -1.2166 0.4400 -0.9639 0.11 -0.08 -0.01
H 5.2440 1.5857 -2.0038 -0.01 -0.01 -0.01
K -0.2515 -1.4019 0.7651 -0.05 -0.22 0.13
H -1.7909 -1.9801 -2.6110 -0.01 -0.03 0.00
C -4.1700 -1.5723 -1.0315 0.05 0.03 0.07
H 1.0467 -4.7983 3.7605 0.00 0.00 -0.02
N 3.4896 -0.6445 -0.0327 -0.13 0.03 -0.03
H 5.0106 1.3680 -0.2608 -0.01 -0.03 0.01
C -2.4916 -1.1533 -2.7682 0.02 0.04 0.05
H -4.8939 1.0103 -1.1566 0.01 -0.02 0.00
H 2.4269 -1.0360 1.7454 -0.01 0.12 -0.02
C 0.6428 4.0670 0.0930 -0.10 0.04 -0.05
H 2.2641 2.8903 -2.2554 -0.01 0.01 0.01
C -0.8118 -3.6977 3.6782 0.07 -0.10 -0.05
C 1.3178 2.8662 0.2015 0.03 -0.15 0.02
C -0.6021 1.6591 -0.6172 -0.26 0.09 -0.01
H 3.8518 -2.0386 1.4570 0.00 0.02 0.02
H 2.3279 2.8450 0.5950 -0.01 0.02 -0.01
C 2.6643 0.3664 -0.4954 0.05 -0.06 -0.02
C -2.7578 1.3712 1.4191 -0.01 0.05 -0.02
H -3.2738 -1.4883 -3.4490 0.00 -0.01 0.00
H -0.3806 -5.7943 3.4713 0.01 0.00 -0.02
H -2.7115 2.4636 1.4139 0.01 0.00 -0.01
H -2.2634 2.8952 -1.1705 0.00 0.00 -0.01
H 0.2720 -4.7937 2.1668 0.02 -0.03 0.00

---

[3]
66
Properties=species:S:1:pos:R:3:forces:R:3 method="wB97M-V/def2-TZVPD" gap_ev=7.925 charge=+1
N 6.3832 -0.3494 0.5497 -0.01 0.01 -0.02
H -3.1919 -2.9249 2.5676 0.03 0.00 -0.02
C -1.8078 -0.3480 4.2852 -0.08 -0.05 -0.03
H -2.7249 0.0390 4.7300 -0.02 -0.03 0.01
C 1.4834 1.4667 -3.6189 0.26 0.11 0.00
N -2.1509 -1.1680 3.1179 -0.44 0.06 0.30
H -3.5229 -1.1109 -0.6795 -0.02 -0.01 -0.02
C 1.3828 -2.0290 2.6594 -0.04 -0.11 -0.11
C -2.9669 -2.3355 3.4552 0.00 0.08 0.02
C 2.3605 3.5806 -0.7466 -0.17 0.14 0.11
H -0.4212 3.5968 -2.2502 0.02 0.02 -0.01
H 2.4136 1.2631 -4.1563 0.02 0.04 -0.01
H -2.4669 -2.9820 4.1817 0.00 -0.01 0.02
C 3.2935 -1.3707 -0.6646 0.08 -0.72 -0.44
C 0.0408 4.0847 -0.2035 0.24 0.14 0.13
H 0.1741 0.0777 -4.5966 -0.01 -0.02 0.01
C -2.1869 1.6349 -1.7894 -0.11 0.24 0.24
S 1.5794 -1.6061 -1.0019 0.31 -0.41 0.07
H 2.1721 -2.5202 2.0882 -0.01 -0.04 0.00
H -1.2354 -4.0771 2.0041 -0.05 0.06 -0.03
H 3.3533 3.1368 -2.5813 -0.01 -0.01 -0.05
H -1.9989 -2.7537 -1.2715 0.01 -0.01 -0.02
H -2.3689 -3.7700 0.1264 -0.03 -0.01 -0.01
H -0.4660 4.1018 0.7610 -0.01 -0.03 0.03
H -2.1810 0.5787 -3.6437 0.02 -0.01 -0.02
H 2.4851 4.6632 -0.6868 0.03 0.01 0.01
H -0.0626 -4.1036 3.3159 0.02 -0.01 0.01
Y 0.6317 0.6483 -0.1918 -0.58 1.30 -0.42
H 1.7374 3.8198 -2.8139 -0.01 0.05 0.02
C 5.2536 -0.3971 0.3429 -0.42 0.04 -0.08
H 1.2010 -0.6530 -3.3475 0.03 -0.03 0.06
H -1.1394 2.0053 -3.6339 0.01 0.03 0.01
N 0.0763 -2.3953 2.0885 0.48 -0.38 0.24
P -1.0869 -1.2899 1.8842 0.14 0.77 -0.32
H 1.4343 -2.3607 3.6997 0.04 0.03 -0.01
C 0.6281 0.2273 -3.6144 -0.25 -0.02 0.03
H -1.7889 4.2222 -1.2998 -0.01 0.00 -0.01
O -1.2586 2.2623 -0.8971 0.02 -0.24 0.10
H -3.3829 -0.1956 0.8355 0.06 0.01 0.05
H -4.0417 -1.8365 0.8394 -0.05 0.02 -0.01
H 0.3785 5.0978 -0.4309 0.03 -0.01 0.01
H -1.1884 0.4939 3.9927 0.03 -0.01 -0.07
H -2.6020 0.7934 -1.2392 0.02 -0.05 0.02
O -0.3958 0.3592 -2.6108 0.04 -0.18 0.07
N 4.7965 -3.1565 -1.8080 0.01 0.02 0.00
C -0.2159 -3.8205 2.2721 0.08 0.08 0.07
H -3.0023 2.3206 -2.0307 0.00 0.01 0.00
H -1.2800 -0.9394 5.0388 0.02 0.01 0.02
H 1.5586 -0.9600 2.6102 -0.08 0.03 -0.01
O 1.1508 3.1983 -0.0731 -0.02 -0.22 0.18
N -1.9385 -1.7228 0.5364 -0.34 -0.27 -0.05
C -1.4915 1.1659 -3.0301 0.04 -0.16 -0.18
C -0.8932 3.5956 -1.2654 -0.29 -0.10 -0.11
S 2.9319 0.8289 0.9880 0.39 -0.28 0.03
C 3.8211 -0.4155 0.1184 0.60 0.32 0.48
H -0.6927 -3.2599 -0.2084 0.02 0.03 0.03
H 0.4580 -4.4108 1.6489 0.02 -0.01 0.00
O 1.7577 1.8395 -2.2682 -0.05 -0.05 0.10
C 2.3324 3.1445 -2.1894 0.10 -0.10 -0.20
C -3.2946 -1.1814 0.3846 0.08 -0.12 -0.02
C -1.7343 -2.9555 -0.2328 0.05 0.18 -0.09
H 0.9885 2.3101 -4.1118 -0.04 0.01 -0.04
C 4.1600 -2.3525 -1.2885 -0.33 0.32 0.18
O -0.4898 0.1047 1.6791 0.12 -0.42 -0.30
H 3.1667 3.0975 -0.2075 0.01 -0.07 0.04
H -3.9147 -2.0071 3.8818 0.00 0.04 0.03